<A>
{
  "formula": "C2H5N3",
  "method": "ωB97M-V with the def2-TZVPD basis set",
  "symbols": ["N", "H", "C", "H", "H", "C", "H", "N", "N", "H"],
  "coordinates": [[-0.171, 0.477, 2.439], [0.642, 0.886, -1.238], [-0.009, 0.150, -0.771], [0.288, -1.148, -2.344], [0.670, 0.772, 2.920], [-0.158, 0.549, 1.191], [-1.011, -1.550, -1.267], [-0.962, 0.540, 0.166], [-0.291, -0.909, -1.557], [1.003, 0.233, 0.461]],
  "homo_ha": -0.3189,
  "orbital_gap_ev": 9.22
}

<B>
{
  "formula": "C2H5N3",
  "method": "ωB97M-V with the def2-TZVPD basis set",
  "symbols": ["C", "N", "N", "N", "H", "H", "H", "C", "H", "H"],
  "coordinates": [[0.854, 1.619, -0.087], [-0.153, -0.875, 1.845], [-0.689, -1.093, 0.865], [0.943, 0.755, -0.908], [-0.128, 2.078, 0.005], [-2.018, -2.208, -0.058], [1.625, 2.066, 0.606], [-1.226, -1.579, -0.172], [-1.132, -1.140, -1.054], [1.924, 0.376, -1.044]],
  "homo_ha": -0.3110,
  "orbital_gap_ev": 9.56
}

<C>
{
  "formula": "C2H5N3",
  "method": "ωB97M-V with the def2-TZVPD basis set",
  "symbols": ["H", "H", "H", "N", "N", "H", "C", "H", "N", "C"],
  "coordinates": [[0.333, -2.948, 0.574], [0.881, -0.048, -1.197], [-1.592, 1.479, 0.461], [-0.918, 2.117, -0.029], [0.490, 0.164, -0.100], [0.860, 1.762, -1.217], [-0.025, -1.000, 0.538], [-0.730, -0.876, 1.406], [0.684, -2.088, 0.144], [0.017, 1.439, -0.580]],
  "homo_ha": -0.3471,
  "orbital_gap_ev": 9.93
}

Result of the stability comparison: <C> is the most stable of them.

<A>
{
  "formula": "C4H7NO3",
  "method": "ωB97M-V with the def2-TZVPD basis set",
  "symbols": ["H", "O", "O", "C", "C", "H", "H", "H", "H", "H", "C", "H", "O", "N", "C"],
  "coordinates": [[-1.967, -0.609, -1.031], [-1.798, 1.107, 0.018], [2.333, 1.327, -0.213], [-0.546, 1.130, 0.380], [1.815, 0.200, 0.195], [1.966, -1.625, 0.539], [-2.409, -0.774, 0.736], [0.639, -1.804, -0.416], [-0.172, 2.057, 0.644], [-3.476, 0.056, -0.581], [-2.473, -0.132, -0.186], [3.175, 1.261, -0.579], [2.612, -0.937, 0.154], [-0.036, -1.281, 0.102], [0.338, 0.023, 0.238]],
  "homo_ha": [-0.2563, -0.2496],
  "orbital_gap_ev": [7.24, 6.70]
}

<B>
{
  "formula": "C4H7NO3",
  "method": "ωB97M-V with the def2-TZVPD basis set",
  "symbols": ["N", "H", "H", "C", "H", "O", "H", "H", "C", "H", "C", "C", "H", "O", "O"],
  "coordinates": [[-1.040, -1.373, 0.277], [-2.310, -0.970, -0.141], [2.007, -0.652, -0.826], [-0.069, -0.282, -0.074], [-0.995, -2.444, -0.322], [-1.148, -0.697, -1.875], [2.020, -1.496, 0.641], [0.777, 0.688, -1.828], [-0.416, 0.591, -1.270], [-0.974, 1.824, -0.995], [1.460, -0.681, 0.123], [0.161, 0.626, 1.002], [-0.828, -0.347, -2.950], [-0.258, 1.673, 1.592], [1.502, 0.460, 1.007]],
  "homo_ha": -0.3527,
  "orbital_gap_ev": 9.72
}

Result of the stability comparison: <A> is the most stable of them.

<A>
{
  "formula": "C4H7NO3",
  "method": "ωB97M-V with the def2-TZVPD basis set",
  "symbols": ["H", "H", "C", "H", "N", "C", "O", "H", "H", "H", "C", "O", "H", "C", "O"],
  "coordinates": [[-1.663, -1.586, 1.634], [2.652, -0.063, -0.732], [-0.908, 0.439, 1.270], [-1.264, 0.010, -0.827], [1.746, -0.148, -0.339], [-0.752, 0.817, -0.317], [1.138, 1.999, -1.384], [-1.367, 1.209, 1.901], [-1.243, 1.920, -0.389], [0.135, 0.345, 1.664], [0.624, 1.002, -0.801], [-1.899, -0.407, 1.688], [1.797, -2.140, -1.676], [1.114, -1.472, -0.887], [-0.108, -1.924, -0.806]],
  "homo_ha": -0.3797,
  "orbital_gap_ev": 10.71
}

<B>
{
  "formula": "C4H7NO3",
  "method": "ωB97M-V with the def2-TZVPD basis set",
  "symbols": ["H", "O", "O", "C", "H", "H", "O", "H", "H", "C", "H", "N", "C", "C", "H"],
  "coordinates": [[3.710, -0.138, 0.063], [1.872, 0.546, 1.007], [-0.017, 2.046, -0.189], [-0.610, 0.781, -0.671], [0.125, -1.549, -0.949], [0.512, 1.576, 0.695], [2.881, -0.676, -0.461], [-2.138, -1.823, 0.255], [-3.051, -0.523, -0.424], [-0.861, -0.116, 0.492], [-0.793, 0.509, 1.498], [-2.224, -0.797, 0.425], [1.735, -0.255, 0.164], [0.251, -0.513, -0.357], [-1.391, 0.932, -1.549]],
  "homo_ha": -0.3368,
  "orbital_gap_ev": 9.67
}

<C>
{
  "formula": "C4H7NO3",
  "method": "ωB97M-V with the def2-TZVPD basis set",
  "symbols": ["H", "N", "C", "H", "H", "H", "H", "O", "C", "H", "C", "C", "O", "O", "H"],
  "coordinates": [[2.007, 1.446, 0.800], [-2.006, 0.010, 0.075], [0.563, -0.454, 0.370], [1.241, 2.448, -1.064], [1.337, -2.350, 1.066], [0.258, 2.571, 0.644], [-2.559, -1.623, -1.114], [2.670, -1.294, -0.695], [1.589, -1.463, -0.007], [0.878, 0.152, 1.303], [1.127, 1.856, -0.028], [-2.852, -0.753, -0.565], [0.340, 0.654, -0.542], [-0.710, -1.117, 0.418], [-3.884, -0.083, -0.661]],
  "homo_ha": -0.3512,
  "orbital_gap_ev": 9.56
}

<D>
{
  "formula": "C4H7NO3",
  "method": "ωB97M-V with the def2-TZVPD basis set",
  "symbols": ["H", "N", "C", "H", "O", "O", "O", "C", "C", "C", "H", "H", "H", "H", "H"],
  "coordinates": [[-0.258, 1.675, -2.436], [1.044, 0.788, 1.839], [-0.057, -0.043, 1.692], [-1.003, 0.075, -2.773], [-1.907, -2.102, 0.720], [1.239, -0.977, -0.440], [-0.499, 0.496, -0.797], [-1.073, -1.622, 0.089], [-0.232, 0.608, -2.201], [0.100, -0.591, -0.176], [0.012, -0.957, 2.276], [1.922, 0.319, 1.645], [0.982, 1.639, 1.296], [0.741, 0.222, -2.514], [-1.010, 0.471, 1.780]],
  "homo_ha": [-0.2987, -0.2987],
  "orbital_gap_ev": [8.18, 8.18]
}

Result of the stability comparison: <D> is the most stable of them.

<A>
{
  "formula": "C4H7NO3",
  "method": "ωB97M-V with the def2-TZVPD basis set",
  "symbols": ["H", "C", "C", "H", "H", "C", "H", "H", "O", "H", "O", "N", "O", "H", "C"],
  "coordinates": [[-0.156, 1.321, -0.978], [-2.328, 0.203, -0.352], [-0.360, 0.725, -0.094], [2.417, -0.829, 1.437], [3.779, -0.411, 0.441], [0.037, -0.619, -0.064], [-0.152, -1.249, -0.925], [-0.396, 1.271, 0.842], [2.284, 0.380, -1.468], [0.010, -1.120, 0.897], [-2.908, -0.232, -1.307], [2.776, -0.468, 0.571], [-2.990, 0.610, 0.766], [-3.951, 0.480, 0.641], [1.939, -0.063, -0.407]],
  "homo_ha": -0.3028,
  "orbital_gap_ev": 8.82
}

<B>
{
  "formula": "C4H7NO3",
  "method": "ωB97M-V with the def2-TZVPD basis set",
  "symbols": ["H", "C", "O", "N", "O", "H", "H", "H", "H", "H", "O", "C", "H", "C", "C"],
  "coordinates": [[0.903, -0.744, 1.337], [1.855, 0.945, -0.348], [-0.691, -1.769, 0.599], [-2.867, -0.115, 0.016], [0.719, -0.751, -1.548], [-2.664, -0.902, 0.615], [2.612, 0.374, 0.191], [2.378, 1.258, -1.251], [-0.423, -2.083, -0.281], [1.563, 1.775, 0.288], [-1.479, 1.560, -0.935], [-2.036, 0.718, -0.272], [-0.498, 0.186, 1.481], [0.670, 0.099, -0.708], [-0.042, -0.550, 0.815]],
  "homo_ha": -0.3569,
  "orbital_gap_ev": 10.05
}

Result of the stability comparison: <B> is the most stable of them.

<A>
{
  "formula": "C3H9NO2S",
  "method": "ωB97M-V with the def2-TZVPD basis set",
  "symbols": ["H", "H", "H", "H", "H", "O", "O", "H", "H", "C", "N", "S", "C", "C", "H", "H"],
  "coordinates": [[-3.300, 0.205, -1.735], [-1.592, -1.222, -0.871], [1.225, 1.338, -1.570], [0.770, 1.466, 6.794], [0.361, 2.796, 7.147], [1.066, 2.211, 7.381], [1.618, -2.439, -2.080], [-0.506, -0.136, -0.060], [-0.434, -2.498, -2.333], [0.182, -0.492, -2.016], [1.285, 0.349, -1.642], [-2.254, 0.920, -1.296], [-0.982, -0.321, -1.018], [0.526, -1.982, -2.139], [2.211, -0.047, -1.567], [-0.177, -0.149, -2.995]],
  "homo_ha": -0.3351,
  "orbital_gap_ev": 9.84
}

<B>
{
  "formula": "C3H9NO2S",
  "method": "ωB97M-V with the def2-TZVPD basis set",
  "symbols": ["H", "O", "H", "H", "C", "H", "H", "H", "C", "C", "H", "H", "O", "H", "S", "N"],
  "coordinates": [[-2.216, 0.558, -2.267], [-2.550, -0.774, -0.327], [2.134, -0.011, -0.287], [2.051, -2.294, 0.782], [-1.711, -0.356, 0.446], [-1.888, -0.280, 1.529], [-0.291, -0.112, -0.922], [0.175, 0.748, 1.922], [1.881, 0.151, 0.758], [0.474, 0.759, 0.869], [2.618, 0.857, 1.150], [-1.313, -0.331, -3.050], [-1.489, 0.610, -2.914], [0.558, 1.791, 0.513], [2.049, -1.362, 1.739], [-0.484, 0.046, 0.058]],
  "homo_ha": -0.3487,
  "orbital_gap_ev": 10.14
}

<C>
{
  "formula": "C3H9NO2S",
  "method": "ωB97M-V with the def2-TZVPD basis set",
  "symbols": ["S", "H", "H", "C", "N", "C", "O", "H", "H", "H", "O", "H", "H", "H", "H", "C"],
  "coordinates": [[1.678, -1.078, -1.992], [-2.060, -0.932, 0.290], [0.058, -2.222, 0.230], [1.243, -0.517, -0.368], [-1.280, -0.383, 0.068], [-0.008, -1.059, 0.448], [1.449, -1.155, 2.410], [-0.537, 3.653, -0.740], [1.289, 0.607, -0.490], [0.509, -1.389, -2.743], [-1.478, 3.452, -0.883], [-0.623, -0.804, 2.639], [-1.094, 0.681, 0.234], [2.032, -0.530, 0.296], [-1.488, 2.653, -1.446], [0.309, -0.977, 2.046]],
  "homo_ha": -0.3312,
  "orbital_gap_ev": 9.43
}

Result of the stability comparison: <B> is the most stable of them.

<A>
{
  "formula": "C2H5ClS",
  "method": "ωB97M-V with the def2-TZVPD basis set",
  "symbols": ["H", "H", "C", "H", "C", "Cl", "H", "H", "S"],
  "coordinates": [[-1.557, -0.887, 0.118], [0.072, 1.045, 0.888], [0.223, 0.467, 0.005], [2.112, -2.254, -1.507], [-0.953, -0.267, -0.448], [1.326, -2.867, -0.493], [0.590, 1.007, -0.909], [1.002, -0.333, 0.291], [-1.375, -0.256, -2.041]],
  "homo_ha": -0.3175,
  "orbital_gap_ev": 8.52
}

<B>
{
  "formula": "C2H5ClS",
  "method": "ωB97M-V with the def2-TZVPD basis set",
  "symbols": ["H", "C", "H", "H", "H", "C", "S", "H", "Cl"],
  "coordinates": [[-1.198, -0.752, 0.341], [-0.291, -0.881, -0.290], [1.683, 1.666, 1.970], [0.423, -1.585, 0.065], [0.213, 1.364, -0.462], [0.617, 0.461, 0.019], [0.841, 0.558, 1.855], [-0.382, -0.879, -1.384], [2.237, 0.276, -0.681]],
  "homo_ha": -0.3455,
  "orbital_gap_ev": 10.23
}

Result of the stability comparison: <B> is the most stable of them.

<A>
{
  "formula": "C2H5ClS",
  "method": "ωB97M-V with the def2-TZVPD basis set",
  "symbols": ["H", "H", "H", "Cl", "H", "C", "H", "S", "C"],
  "coordinates": [[0.762, 2.235, -0.518], [-0.094, 2.171, -1.907], [0.725, 0.645, -1.318], [0.323, -1.321, 2.849], [-0.631, 1.309, -0.541], [0.051, -1.025, 1.074], [-0.743, -3.296, 1.171], [-0.575, -2.281, 0.243], [0.182, 1.563, -1.054]],
  "homo_ha": -0.3492,
  "orbital_gap_ev": 8.95
}

<B>
{
  "formula": "C2H5ClS",
  "method": "ωB97M-V with the def2-TZVPD basis set",
  "symbols": ["Cl", "C", "H", "C", "S", "H", "H", "H", "H"],
  "coordinates": [[-1.926, -1.288, 0.244], [-0.524, -0.323, 0.529], [-0.219, -0.312, 1.507], [0.604, -0.475, -0.437], [-1.076, 2.014, 0.277], [1.577, -0.221, -0.032], [0.531, 0.114, -1.315], [0.220, 1.994, -0.093], [0.812, -1.502, -0.679]],
  "homo_ha": -0.3369,
  "orbital_gap_ev": 8.65
}

Result of the stability comparison: <B> is the most stable of them.

<A>
{
  "formula": "C3H12NO2",
  "method": "ωB97M-V with the def2-TZVPD basis set",
  "symbols": ["C", "C", "H", "H", "H", "H", "H", "H", "H", "N", "O", "O", "H", "H", "H", "H", "H", "C"],
  "coordinates": [[-0.341, 0.358, 0.573], [-1.845, 0.240, 0.082], [-2.391, 1.004, 0.716], [3.728, -0.565, -1.636], [0.105, -1.570, 0.503], [-0.621, -0.738, 2.356], [-2.209, -0.780, 0.359], [2.597, 0.560, -1.497], [0.906, 0.176, 2.414], [0.309, -0.744, -0.099], [-1.670, 0.236, -1.395], [3.082, -0.152, -0.967], [0.017, -1.057, -1.039], [-2.355, 0.745, -1.772], [0.154, 1.234, 0.095], [1.487, -0.707, -0.109], [-0.737, 1.075, 2.726], [-0.169, 0.261, 2.091]],
  "homo_ha": -0.5561,
  "orbital_gap_ev": 11.94,
  "charge": 1
}

<B>
{
  "formula": "C3H12NO2",
  "method": "ωB97M-V with the def2-TZVPD basis set",
  "symbols": ["H", "H", "C", "H", "C", "H", "O", "H", "H", "H", "H", "H", "H", "N", "H", "H", "C", "O"],
  "coordinates": [[0.178, -0.108, 1.935], [-0.126, -1.692, -0.150], [-0.464, -0.625, -0.142], [-1.135, 0.967, 1.123], [-0.786, -0.097, 1.268], [-1.891, -1.197, -1.729], [2.097, 1.346, 2.212], [1.619, -0.051, -0.437], [-2.514, -0.678, -0.356], [2.486, 0.536, 1.731], [-1.714, 0.384, -1.574], [1.267, -1.054, -2.206], [0.487, 1.352, -0.878], [-1.759, -0.520, -0.965], [-1.555, -0.633, 1.782], [2.398, 1.963, 1.497], [0.628, 0.264, -0.865], [0.784, -0.157, -2.245]],
  "homo_ha": -0.5425,
  "orbital_gap_ev": 11.10,
  "charge": 1
}

Result of the stability comparison: <A> is the most stable of them.